Record 1
Formula: C18H29N3O4RbTa
Source: the OMol25 dataset
Level of theory: ωB97M-V/def2-TZVPD

Values from the calculation:
frontier orbital gap: 0.263 Eh
2S+1: 1
LUMO level: -0.25354 Eh
highest occupied orbital energy: -14.1 eV
net charge: +2

XYZ file:
```
56
Properties=species:S:1:pos:R:3:forces:R:3:lowdin_charge:R:1
Ta -0.3065 -0.0053 0.0463 1.201 -0.098 -1.664 1.844
Rb 2.3062 -0.1011 -2.5159 0.086 -0.142 -0.697 0.987
O -2.4873 -2.0866 -2.5213 2.219 1.160 0.888 0.218
O -2.2549 -0.7943 0.1789 0.243 0.745 0.771 -0.108
O -1.0782 -0.3827 1.9643 0.120 0.411 -0.588 -0.131
O -1.5235 -2.3203 3.7588 -0.367 0.907 -0.514 0.082
N 0.2097 1.7672 -0.7060 0.136 -0.628 0.491 -0.261
N -0.5079 -0.9620 -1.7474 -0.101 0.111 0.369 -0.113
N 1.4862 -0.7102 0.4192 -1.351 0.358 0.680 -0.267
C 3.7725 -1.6002 0.4668 0.133 -0.054 0.058 -0.027
C 1.9103 -2.8931 -0.6613 0.135 -0.412 -0.219 -0.063
C -3.2267 -1.3683 2.2862 0.467 -0.657 0.390 -0.089
C -4.5684 -1.3100 1.8837 -0.520 -0.321 0.366 0.016
C -2.2262 2.1727 -1.0797 -0.258 -0.053 -0.044 -0.050
C -0.5625 2.4234 -2.9261 -0.090 0.055 -0.350 -0.035
C -0.8110 2.6142 -1.4274 0.537 0.163 -0.169 -0.641
C 1.6604 0.2430 1.5718 0.670 -0.252 0.015 -0.137
C -3.8121 -2.7795 4.1750 -0.177 0.044 -0.100 0.028
C 2.2840 -1.9782 0.5078 -0.071 0.168 0.031 -0.629
C -1.5223 -1.5464 -2.1197 -1.712 -1.025 -1.063 -0.413
C -2.8316 -2.1381 3.4196 -0.035 0.078 0.333 -0.212
C 1.6032 2.3151 -0.7767 -0.159 0.077 0.540 -0.183
C -5.1561 -2.6245 3.8324 0.529 -0.100 0.068 -0.010
C -0.6435 4.0790 -1.0113 -0.064 0.184 -0.065 -0.028
C -2.2040 -0.8284 1.4712 -0.705 -0.402 -0.074 -0.465
C -5.5307 -1.9029 2.6911 -0.263 0.386 -0.646 -0.043
C 1.9599 -2.6876 1.8310 0.202 -0.237 0.144 -0.019
H -5.9179 -3.0931 4.4616 0.254 0.179 -0.287 0.131
H 2.5866 0.8276 1.4516 -0.522 -0.011 0.076 0.103
H -6.5877 -1.8136 2.4228 0.445 -0.063 0.129 0.124
H 4.0345 -0.9464 -0.3843 -0.125 -0.280 0.211 0.059
H -1.3385 2.9540 -3.4981 0.343 -0.146 0.086 0.113
H 4.0696 -1.0707 1.3815 -0.019 -0.163 -0.212 0.097
H 2.3596 1.5955 -0.4019 -0.612 0.332 -0.308 0.024
H 0.8779 -2.7869 1.9948 0.214 0.001 -0.109 0.091
H 1.7015 3.1911 -0.1165 -0.050 -0.169 -0.392 0.107
H -1.4745 4.6719 -1.4155 0.214 -0.158 0.082 0.108
H 2.3884 -3.7023 1.8088 -0.133 0.398 0.075 0.111
H 0.8253 -2.9615 -0.8296 0.400 0.036 0.113 0.076
H -2.4380 2.2882 -0.0040 0.057 -0.100 -0.196 0.102
H -3.5068 -3.3841 5.0274 -0.077 0.188 -0.190 0.137
H -0.6635 4.1750 0.0804 -0.011 0.008 -0.157 0.103
H 0.8010 0.9726 1.6228 0.806 -0.073 0.223 0.074
H -4.8032 -0.7788 0.9593 -0.144 -0.165 0.367 0.134
H 4.3831 -2.5093 0.3908 -0.121 0.249 0.039 0.114
H 2.2714 -3.9068 -0.4281 -0.126 0.353 -0.133 0.109
H 1.6968 -0.2689 2.5465 -0.270 0.163 -0.461 0.106
H -2.9223 2.8458 -1.6099 0.198 -0.380 0.259 0.118
H 2.4054 -2.1646 2.6884 -0.157 -0.242 -0.201 0.092
H -1.0212 -1.5915 3.3241 -0.198 -0.774 0.628 0.087
H -0.6081 1.3563 -3.2046 -0.094 0.342 0.118 0.071
H 0.4183 2.8250 -3.2298 -0.421 -0.032 0.033 0.082
H 2.4080 -2.6310 -1.6147 -0.260 -0.050 0.419 0.042
H -2.4660 1.1509 -1.4211 0.066 0.262 0.122 0.074
H 1.8750 2.6180 -1.8107 -0.274 -0.056 0.627 0.071
H 0.2831 4.5254 -1.3905 -0.188 -0.118 0.087 0.092
```
Forces are in eV/Å.


Record 2
Formula: C18H29N3ReS5
Source: the OMol25 dataset
Level of theory: ωB97M-V/def2-TZVPD

Values from the calculation:
frontier orbital gap (alpha / beta): 0.240 / 0.269 Eh
2S+1: 2
LUMO level (alpha / beta): -0.22635 / -0.22021 Eh
highest occupied orbital energy (alpha / beta): -12.7 / -13.3 eV
net charge: +2

XYZ file:
```
56
Properties=species:S:1:pos:R:3:forces:R:3:lowdin_charge:R:1
Re -0.3101 -0.3126 -0.5621 -0.138 0.541 -0.002 0.473
S 1.2598 -2.1527 0.1798 0.247 -0.043 0.130 0.606
S -0.1929 -1.9964 -2.4457 0.089 -0.074 -0.122 0.793
S -2.2550 -1.7469 -0.0371 -0.058 0.076 0.017 0.835
S -1.9792 1.2235 -1.2609 -0.046 0.094 -0.011 0.856
S 1.0325 0.9195 -2.0910 0.151 0.090 0.000 0.859
N 1.1752 -1.6870 2.8799 0.016 0.115 -0.052 -0.132
N 0.2376 0.7625 0.7695 -0.010 -0.553 -0.065 -0.196
N 3.1679 -1.6544 1.9951 -0.023 0.034 -0.058 0.045
C 0.4268 -1.1122 -3.9076 -0.058 -0.027 -0.013 -0.432
C 0.0514 3.1518 1.0714 -0.009 0.052 0.058 -0.032
C 2.0581 -1.5065 4.0426 0.003 0.001 -0.001 -0.076
C -2.4532 -2.9342 -1.4159 -0.015 0.020 -0.026 -0.446
C 3.4666 -1.4643 3.4153 0.008 -0.004 0.018 -0.094
C 1.5780 4.2705 2.5537 0.010 0.001 -0.004 -0.049
C 0.5040 4.3130 1.6735 0.007 -0.014 0.001 -0.056
C 1.8657 -1.7750 1.7564 -0.021 -0.131 0.044 -0.733
C -0.2632 -1.7980 3.0129 0.009 -0.022 0.053 -0.042
C -0.0972 2.0655 -2.9828 -0.009 -0.021 0.071 -0.430
C 1.7540 1.8956 2.2454 -0.035 0.014 -0.040 -0.015
C 1.5479 -0.2096 -3.4171 -0.115 -0.097 0.042 -0.460
C -3.5582 0.3327 -1.4168 0.038 -0.084 -0.060 -0.435
C 0.6731 1.9286 1.3564 -0.078 0.149 -0.001 -0.360
C 2.2034 3.0615 2.8362 -0.001 0.015 0.004 -0.054
C -1.5588 1.6499 -2.9768 0.037 -0.098 -0.020 -0.437
C -3.6798 -0.6337 -0.2515 0.012 0.063 0.015 -0.458
C -1.9006 -2.4872 -2.7663 -0.038 -0.051 0.043 -0.444
H 0.0186 5.2554 1.4587 -0.003 0.001 0.005 0.116
H 3.9666 -0.5100 3.5765 -0.002 -0.008 0.009 0.120
H -1.9113 -3.3328 -3.4544 0.003 0.015 -0.017 0.106
H -1.7469 0.7791 -3.6040 -0.013 0.039 -0.017 0.067
H -2.1879 2.4738 -3.3119 -0.013 0.012 0.026 0.107
H -0.7538 -0.8951 2.6479 -0.009 -0.006 0.005 0.066
H -3.5174 -3.1610 -1.4805 0.002 -0.012 0.003 0.104
H -2.4632 -1.6656 -3.2043 0.019 0.001 -0.001 0.070
H -1.9460 -3.8374 -1.0756 0.030 0.013 -0.002 0.094
H -0.4976 -1.9224 4.0674 -0.002 -0.026 -0.005 0.104
H 0.8131 -1.8498 -4.6100 0.000 0.011 -0.012 0.103
H 1.9354 -2.3487 4.7234 -0.009 0.017 0.013 0.135
H 3.8497 -1.7163 1.2589 0.020 -0.011 0.018 0.148
H 3.0403 3.0344 3.5212 0.005 0.004 -0.010 0.115
H 1.9287 5.1813 3.0195 0.001 -0.002 0.006 0.118
H -0.7987 3.1841 0.4025 0.018 -0.038 0.000 0.078
H 2.2347 0.9482 2.4427 0.025 -0.052 0.016 0.088
H 0.2887 2.1836 -3.9949 -0.019 -0.020 -0.019 0.104
H 1.9665 0.3929 -4.2224 -0.028 0.000 -0.027 0.104
H -4.3645 1.0645 -1.3856 -0.002 0.009 0.011 0.104
H -3.5958 -0.1801 -2.3766 -0.011 0.023 0.008 0.075
H -4.5800 -1.2435 -0.3290 0.008 -0.011 -0.038 0.103
H 4.1079 -2.2603 3.7877 0.001 -0.001 -0.007 0.129
H -0.3715 -0.5513 -4.3909 -0.005 -0.028 0.014 0.079
H 0.0305 3.0218 -2.4739 0.002 -0.016 0.011 0.089
H -0.6248 -2.6677 2.4665 -0.005 0.017 -0.026 0.075
H 1.8024 -0.5898 4.5736 0.008 0.009 -0.014 0.129
H 2.3590 -0.7978 -2.9840 0.000 0.022 0.028 0.092
H -3.7368 -0.0931 0.6952 0.008 -0.006 -0.002 0.094
```
Forces are in eV/Å.


Record 3
Formula: C18H29N6O6Ti
Source: the OMol25 dataset
Level of theory: ωB97M-V/def2-TZVPD

Values from the calculation:
frontier orbital gap (alpha / beta): 0.140 / 0.257 Eh
2S+1: 4
LUMO level (alpha / beta): 0.17749 / 0.17625 Eh
highest occupied orbital energy (alpha / beta): 1.0 / -2.2 eV
net charge: -2

XYZ file:
```
60
Properties=species:S:1:pos:R:3:forces:R:3:lowdin_charge:R:1
Ti 0.0046 -0.3392 -0.2830 0.243 -0.740 -1.652 0.888
O -0.5172 3.6172 -0.2487 0.020 -0.138 -0.022 -0.027
O -0.9994 -1.6568 0.8456 -0.446 -0.777 0.803 -0.282
O 1.4973 -0.6915 0.8508 1.610 -0.191 1.796 -0.144
O 3.6523 -0.6030 1.3696 -0.001 -0.095 0.061 -0.021
O -1.1783 -1.7464 -2.0999 0.312 0.065 0.146 -0.124
O -0.0752 1.5089 0.3656 -0.095 1.411 0.388 -0.129
N -3.3971 0.1382 0.0113 -0.048 0.093 -0.199 -0.005
N -0.9149 0.4833 -1.8862 -0.556 0.705 -0.571 -0.087
N 4.1493 0.6576 -3.2830 0.100 0.009 -0.070 -0.177
N 2.0451 0.3676 -1.8443 0.162 -0.012 0.070 -0.172
N -0.3226 -0.0031 3.5168 0.008 -0.071 -0.137 0.009
N -0.2569 -2.7912 1.0137 0.100 -0.386 0.230 -0.185
C 1.0810 -0.1768 3.8686 0.107 0.092 0.014 -0.289
C -3.1253 -0.5948 -1.2463 0.075 0.023 -0.026 -0.206
C 1.5219 -4.8985 1.5131 0.052 -0.095 -0.051 -0.162
C 2.7483 -0.9165 -1.9682 0.155 -0.003 -0.088 -0.145
C 2.1580 0.3891 2.9233 -0.261 -0.228 -0.137 -0.100
C -1.6541 -0.6222 -1.6957 -1.337 -0.235 -0.527 -0.654
C 2.9453 1.3448 -1.2221 0.026 0.070 0.009 -0.130
C 4.0354 -0.7298 -2.8154 -0.029 0.101 -0.027 -0.157
C -0.5946 2.3956 -0.4060 -0.308 0.668 -0.085 -0.635
C 4.2011 1.5429 -2.1128 -0.026 -0.078 -0.080 -0.156
C 0.7014 -4.3735 2.5271 0.008 -0.033 -0.025 -0.148
C 2.4602 -0.3828 1.6282 0.378 0.102 0.000 -0.611
C 0.5838 -3.2394 0.0184 -0.184 -0.176 0.016 -0.095
C 1.6766 0.8486 -3.1759 0.057 -0.001 -0.064 -0.159
C 2.9470 0.9824 -4.0567 0.088 0.012 0.110 -0.168
C -1.3879 1.8177 -1.5978 0.192 -0.098 0.059 -0.159
C -0.1613 -3.3439 2.2838 -0.060 0.118 -0.023 -0.092
C 1.4407 -4.2707 0.2334 -0.033 -0.012 0.113 -0.115
H 4.0393 -1.3756 -3.6993 0.000 -0.034 0.036 0.103
H 4.9281 -0.9558 -2.2264 -0.014 -0.028 0.003 0.109
H 2.9161 0.3066 -4.9169 -0.039 0.013 -0.005 0.103
H 1.2279 0.3095 4.8426 0.109 -0.088 -0.004 0.086
H 2.0633 -1.6288 -2.4356 -0.029 0.017 0.023 0.119
H 2.2012 -5.7200 1.6938 0.021 0.039 0.049 0.053
H 3.1014 0.4352 3.4705 0.014 0.045 -0.036 0.097
H 0.4588 -2.7360 -0.9312 -0.039 -0.144 -0.088 0.082
H 0.7474 -4.7791 3.5319 -0.054 0.034 0.019 0.081
H 4.2824 2.5706 -2.4811 0.002 0.005 0.037 0.104
H -0.7984 -2.8904 3.0278 -0.023 -0.007 -0.011 0.100
H 2.0760 -4.6038 -0.5777 -0.045 0.072 -0.069 0.085
H -2.5238 0.2244 0.5196 0.105 -0.014 0.114 0.036
H -1.2229 2.4675 -2.4645 0.004 0.078 0.075 0.102
H -3.4177 -1.6428 -1.1709 0.053 -0.011 0.002 0.099
H 5.1141 1.3069 -1.5597 -0.009 0.040 0.020 0.108
H -3.9870 -0.4274 0.6060 0.005 -0.101 0.023 0.049
H 0.9483 0.1575 -3.5979 -0.050 0.026 0.038 0.109
H 2.9935 -1.2641 -0.9658 -0.072 -0.031 0.010 0.098
H 1.8855 1.4090 2.6288 -0.056 -0.010 -0.021 0.116
H 1.1838 1.8146 -3.0528 -0.076 -0.041 -0.015 0.112
H -3.7339 -0.1399 -2.0437 0.062 -0.013 -0.040 0.092
H 3.0654 2.0028 -4.4357 -0.043 -0.015 -0.035 0.102
H 2.3951 2.2789 -1.0858 -0.029 -0.029 0.011 0.122
H -0.4527 0.9209 3.1176 -0.017 0.018 -0.070 0.058
H -2.4510 1.8774 -1.3400 -0.037 0.015 0.028 0.100
H 3.2331 0.9676 -0.2448 -0.014 0.001 0.002 0.095
H 1.2662 -1.2455 4.0102 -0.032 0.003 0.048 0.101
H -0.5706 -0.6477 2.7696 -0.003 0.062 -0.174 0.017
```
Forces are in eV/Å.


Record 4
Formula: C18H29NO2
Source: the OMol25 dataset
Level of theory: ωB97M-V/def2-TZVPD

Values from the calculation:
frontier orbital gap: 0.340 Eh
2S+1: 1
LUMO level: 0.03207 Eh
highest occupied orbital energy: -8.4 eV
SMILES string: CC[C@H](C)c1ccccc1OCCOCCN1CCCC1

XYZ file:
```
50
Properties=species:S:1:pos:R:3:forces:R:3:lowdin_charge:R:1
O -1.7352 0.5796 0.6475 -0.205 -0.097 -0.054 -0.052
O 1.5879 1.2126 1.9532 -0.029 0.120 0.129 -0.135
N 4.3464 0.0670 -0.2394 0.028 -0.150 0.039 -0.184
C -2.8222 1.1316 0.0241 -0.190 -0.012 -0.082 -0.207
C -3.3194 -2.0237 -0.6930 0.146 -0.092 0.296 -0.217
C -3.8727 -1.1169 0.4187 -0.060 -0.018 -0.165 -0.333
C -0.5941 1.3750 0.8618 0.491 0.182 0.129 -0.171
C 3.4563 0.0283 0.8954 -0.326 0.200 0.019 -0.185
C -5.2162 -1.6172 0.9479 0.253 0.075 0.032 -0.065
C -3.9965 2.9035 -1.0999 -0.111 -0.015 -0.045 -0.090
C 0.4184 0.5053 1.6208 -0.352 -0.008 -0.092 -0.182
C -5.0638 0.7931 -0.7531 0.123 0.026 0.056 -0.034
C -3.0157 -3.4391 -0.2176 -0.054 0.172 -0.170 -0.102
C -3.9447 0.2968 -0.1078 0.250 -0.046 0.207 -0.134
C 2.5731 1.2823 0.9416 0.202 -0.167 -0.049 -0.197
C 5.3836 1.0928 -0.1666 -0.033 0.352 -0.038 -0.188
C 5.0130 -1.1943 -0.5141 -0.005 -0.096 -0.176 -0.207
C -5.0989 2.0869 -1.2484 -0.064 0.138 -0.103 -0.092
C 6.0943 -0.7911 -1.5063 -0.042 -0.088 0.124 -0.176
C 6.6011 0.5263 -0.9155 -0.035 0.004 -0.037 -0.166
C -2.8591 2.4297 -0.4663 0.324 -0.029 0.134 -0.020
H -3.9239 -3.9564 0.0804 -0.063 -0.119 0.063 0.065
H -5.0740 -2.5116 1.5488 -0.054 -0.106 0.030 0.073
H 5.0085 2.0066 -0.6352 0.112 0.066 0.126 0.113
H -0.1671 1.7050 -0.0957 -0.076 0.018 0.097 0.129
H 3.9964 -0.0639 1.8561 -0.016 -0.018 -0.072 0.131
H -5.9848 2.4512 -1.7464 -0.074 0.034 -0.041 0.099
H -4.0100 3.9152 -1.4774 0.001 0.077 -0.025 0.102
H -5.9301 0.1618 -0.8728 -0.110 -0.105 0.023 0.109
H -0.0286 0.1931 2.5683 -0.006 -0.058 -0.131 0.135
H 3.1788 2.1564 1.1917 -0.020 -0.025 -0.124 0.123
H -2.5476 -4.0109 -1.0162 0.039 -0.120 -0.012 0.069
H -2.4004 -1.5723 -1.0728 -0.022 0.032 -0.088 0.112
H 5.4656 -1.6326 0.3928 -0.003 -0.005 -0.006 0.123
H -5.8951 -1.8610 0.1340 -0.139 -0.037 -0.079 0.077
H -3.1524 -1.1198 1.2427 -0.069 -0.043 -0.064 0.137
H 2.8178 -0.8528 0.7853 -0.001 0.024 0.074 0.118
H 5.6432 -0.6180 -2.4827 -0.010 -0.053 -0.046 0.110
H 4.2980 -1.9090 -0.9260 0.037 -0.060 0.063 0.119
H 2.1269 1.4383 -0.0470 0.025 0.012 0.000 0.124
H 6.8778 -1.5397 -1.6042 0.017 -0.029 -0.054 0.106
H 0.6350 -0.3898 1.0265 -0.011 -0.004 0.037 0.124
H -5.6807 -0.8585 1.5740 -0.098 0.017 0.070 0.085
H -4.0378 -2.0574 -1.5158 -0.014 0.088 -0.059 0.117
H 7.4178 0.3359 -0.2186 0.015 0.030 -0.020 0.105
H -2.0064 3.0823 -0.3631 0.094 0.030 0.029 0.102
H -2.3358 -3.4157 0.6314 0.082 -0.054 0.115 0.076
H 6.9629 1.2075 -1.6830 0.070 0.023 0.027 0.103
H 5.6441 1.3274 0.8764 -0.025 0.007 0.001 0.116
H -0.8338 2.2604 1.4655 0.009 -0.077 -0.088 0.139
```
Forces are in eV/Å.